C35H100N14O11 | the ωB97M-V functional and the def2-TZVPD basis

The frontier orbital gap (alpha / beta) is 7.940 / 1.839 eV. As for the spin multiplicity: 2. The LUMO energy (alpha / beta) comes out at -2.47 / -8.57 eV. As for the expectation value of S²: 0.76. For the HOMO energy (alpha / beta), the calculation gives -10.4 / -10.4 eV. As for the energy: -81282.5382 eV. Its energy relative to the best compared isomer or geometry (same formula, charge and spin) is 210.5 kJ/mol. Its net charge is +1.

Last column: Löwdin spin population.
Positions of all 160 atoms, in Å:
H -3.4988 3.4139 -1.4177  0.00
O -4.2202 0.8226 2.8928  0.08
H 1.7209 1.2753 2.3313  0.00
N -0.8761 0.7797 3.1185  0.00
H 2.6921 4.5961 -2.2893  0.00
H -7.9607 -0.3172 3.0404  0.00
C 5.1362 -1.0296 3.7341  0.00
H 1.6164 -1.9987 -6.2285  0.00
C 7.2202 -2.1407 3.1093  0.00
O -3.3519 0.6606 -5.8966  0.00
N 0.5759 -2.8238 3.3261  0.01
H -1.0612 0.5164 1.1548  0.00
C 2.0720 3.7608 -2.6149  0.00
H -1.8755 1.4460 -4.2013  0.00
H -5.5216 0.4614 4.2193  0.01
O -2.6525 4.8739 2.3332  0.00
H -6.2779 1.1564 2.7224  0.00
C 6.3403 -3.0608 -2.1231  0.00
N 3.6379 1.8177 -2.4940  0.00
H 3.3062 -2.5270 1.3026  0.00
C -1.9407 -3.7296 0.3501  0.03
C 6.5285 -3.0204 -0.6233  0.00
H 5.6463 -3.5192 -0.2219  0.00
C -0.4156 2.1305 5.0086  0.00
H -4.5204 1.9533 -7.0762  0.00
H -2.0956 -4.3587 -3.6516  0.00
H 3.7036 1.9023 4.5910  0.00
H -4.2044 -1.9871 2.5568  0.01
H 1.5686 0.6670 3.8720  0.00
H 1.5810 1.9112 -2.2348  0.00
C 2.4733 2.4455 -1.9085  0.00
H -3.7977 0.6644 -7.9918  0.00
O -1.1764 -4.3324 -1.8982  0.00
C -2.4437 -5.0867 0.8884  0.01
C -4.1746 4.4862 0.3155  0.00
H -2.9391 2.0671 -3.2419  0.00
O 4.4146 -2.0446 2.9935  0.00
C 2.6160 2.5029 -0.4018  0.00
H -1.8691 -5.9048 0.4540  0.00
H 2.9223 1.6696 0.2305  0.00
H -3.4148 2.1258 1.6485  0.01
H 7.0093 -3.1532 2.7654  0.00
H 3.2821 3.3472 -0.2241  0.00
N 2.0234 -1.0746 -6.2111  0.00
H 6.1913 -4.0639 -2.5227  0.00
H 0.3136 -1.7394 -4.8089  0.00
N 0.2605 -0.0294 -1.5381  0.00
N -2.6508 -2.7546 1.1084  0.17
H -2.2143 -2.5821 -1.6001  0.00
H -5.1359 0.3270 -6.8972  0.00
N -5.1010 -2.0866 3.0110  0.38
H -2.6367 -0.8054 -3.8039  0.00
C 0.5302 -4.1012 3.4872  0.00
H -4.4699 5.9494 1.9785  0.00
H 3.4468 1.5105 -3.4369  0.00
H 0.4739 -0.1368 -3.9117  0.00
C -4.0059 -0.1471 -2.2300  0.00
H -2.7836 5.9771 4.1056  0.00
H 8.2444 -2.2591 3.4628  0.00
H 1.7440 -3.2432 -3.0064  0.00
H -1.6596 6.7667 3.1332  0.00
C -5.9433 -0.9584 2.6691  0.10
H -4.7815 1.3973 0.8376  0.00
H 2.7123 -1.1487 2.0908  0.00
H 0.4689 5.8031 -3.0692  0.00
N 0.7881 -4.5983 2.2976  0.02
H -5.6340 4.2169 -0.9434  0.00
O 2.0817 2.6949 3.6347  0.00
H 0.6148 -2.1580 4.0846  0.00
H 5.1184 -2.0228 -3.6663  0.00
H 0.6555 -4.1361 1.4094  0.00
O 0.4533 -4.6520 4.5679  0.00
H -2.3201 -2.7876 2.0622  0.00
C 6.4618 -1.4932 4.3121  0.00
C -4.2209 0.9070 -7.0170  0.00
H -0.0618 1.2515 5.5474  0.00
O 0.6702 3.9156 -2.3705  0.00
H -4.7244 -0.2455 -4.9674  0.00
H -3.2651 0.5121 1.1236  0.01
H -1.8776 0.9099 3.1313  0.00
H 8.2281 -2.6172 -1.8205  0.00
C -3.9875 1.2028 1.5586  0.01
H 1.1348 -5.5441 2.2248  0.00
H -0.8588 1.4751 -0.3150  0.00
O 3.9627 -3.1964 -2.4798  0.00
N -0.7242 0.6219 0.2085  0.00
N 6.3095 -2.4834 5.3324  0.00
H -3.0155 6.0849 0.9567  0.00
H 6.7582 -2.0541 -0.1742  0.00
H -4.6762 1.4269 -4.5515  0.00
H 5.3460 -0.1132 3.1826  0.00
N 0.7806 -0.8992 -4.4987  0.00
H 2.7812 -2.3299 -3.8613  0.00
H 4.4160 -0.6060 4.4342  0.00
C -7.3921 -1.2469 3.0178  0.01
H 0.8574 -2.4675 2.4239  0.00
H 7.3405 -1.5844 -2.6370  0.00
H 2.7592 -0.6746 -6.7756  0.00
N -5.2488 5.0527 -0.5272  0.00
C -1.1263 -4.0965 -3.2275  0.00
O 0.5437 -1.3062 0.1891  0.00
H -1.3045 5.1923 3.7595  0.00
C 0.0584 4.8160 -3.2819  0.00
N 7.6124 -2.5570 -2.6189  0.00
H 1.0525 -0.5443 -1.8954  0.00
H -0.4853 0.4058 -2.0621  0.00
C -3.1961 0.0911 -3.5369  0.00
H 7.1001 -0.6494 4.5741  0.00
C -2.1920 -3.5931 -1.1934  0.00
H -4.5452 0.7088 -1.8242  0.00
H -0.8696 -3.7668 0.5488  0.02
H 7.3093 -1.2905 2.4330  0.00
H -4.7939 -0.8373 -2.5314  0.00
H -0.2941 2.8872 2.9427  0.00
C 3.4990 2.3607 3.6235  0.00
H -3.5022 -5.3460 0.8673  0.00
H -7.9039 -1.8029 2.2323  0.00
H -2.2500 -1.8695 0.8329  0.00
H -6.0397 5.3934 0.0005  0.00
H -4.6138 3.5885 0.7507  0.00
C -3.6853 5.3923 1.4664  0.00
H 0.3631 4.6890 -4.3207  0.00
O 1.7585 0.9532 -5.2036  0.00
C 3.6507 -1.6431 1.8393  0.00
C -3.0583 4.0739 -0.6704  0.00
H -0.2986 -4.7096 -3.5843  0.00
H 3.8222 1.8206 2.7336  0.00
C -5.5408 0.4642 3.1295  0.04
C 1.5275 -0.2734 -5.3740  0.00
H -0.0750 3.0827 5.4151  0.00
C 5.0622 -2.3604 -2.6315  0.00
H 2.3490 3.6991 -3.6674  0.00
H 2.4210 -1.7241 -2.2540  0.00
C -4.0391 0.5520 -4.6804  0.00
H -1.4961 2.1967 5.1364  0.00
H 6.9796 -2.4442 6.0870  0.00
H -7.6704 -1.7951 3.9178  0.00
H -0.6331 0.2119 3.9176  0.00
H -2.3298 3.5409 -0.0593  0.00
H -5.9807 -0.8149 1.5893  0.05
H 1.6290 2.7593 -0.0170  0.00
C 0.0800 -0.2464 -0.2954  0.00
C 1.3340 1.5692 3.3070  0.00
H -3.2375 -3.8561 -1.3546  0.00
H -1.0204 4.9007 -3.1512  0.00
H -2.5585 4.9420 -1.1002  0.00
N -2.3653 1.2419 -3.3419  0.00
H -2.2852 -5.2091 1.9599  0.00
C 2.6265 -2.6296 -2.8248  0.00
H 4.3693 -1.2294 1.1318  0.00
H 4.1259 3.2488 3.5441  0.00
H 4.3223 2.5361 -2.6827  0.00
H 7.2750 -3.7793 -0.3889  0.00
C -0.1715 1.9627 3.5070  0.00
H 4.8387 -1.3916 -2.1848  0.00
H 5.4893 -2.2140 5.8566  0.00
H -3.4583 -0.6663 -1.4435  0.00
H -0.8243 -3.0900 -3.5171  0.00
C -2.0926 5.7782 3.2865  0.00
H -5.5743 -2.7058 2.3686  0.01